Computed, not measured: a structure of composition C23H27BrCuN3O5P, with ωB97M-V with the def2-TZVPD basis set.

Values from the calculation:
Kohn-Sham gap ... 6.7 eV

The geometry in ORCA input format:
```
! RIJCOSX wB97M-V def2-TZVPD def2/J DEFGRID3
* xyz -1 1
Br -4.26090 4.28620 5.98768
Cu 0.21883 -0.36154 0.18404
P 2.59774 0.29381 1.20789
O 4.07798 0.35737 1.23634
O 1.99592 -0.90510 2.11514
O -1.25280 -1.52331 0.17869
O 1.91243 1.46870 2.08368
O 1.94386 0.24620 -0.16436
N -6.78512 1.47429 1.21425
N -1.44332 1.20643 0.05600
N -6.35178 0.54469 0.48832
C -3.91683 2.45870 0.12024
C -1.53477 2.51089 -0.01194
C 2.63490 3.26484 0.58342
C -5.81154 4.09834 3.60527
C 1.41445 -3.09454 2.69922
C 3.76910 -2.27305 3.01161
C 2.53345 -2.23976 2.12016
C -4.97218 3.40576 4.45933
C -5.01782 0.19856 0.28806
C -6.35368 3.44128 2.51367
C -5.18045 1.43782 3.11659
C -4.65414 2.07833 4.22512
C -2.76347 3.18388 0.00136
C -3.58047 -1.75164 -0.00164
C 1.19239 3.63628 2.60386
C -4.82558 -1.16359 0.05418
C 2.87228 -2.70889 0.70715
C 3.59928 3.00190 2.87910
C -2.40330 -0.98891 0.13103
C -2.57628 0.47037 0.16084
C -3.86144 1.05268 0.23580
C 2.34804 2.83455 2.01964
C -6.04584 2.10875 2.24510
H 1.39053 4.70639 2.52378
H 3.37768 2.74406 3.91612
H -6.04663 5.13638 3.79628
H 3.50512 -1.97634 4.02844
H 1.78911 3.03011 -0.06429
H -3.47170 -2.82118 -0.12356
H -3.98567 1.55233 4.89268
H -4.92478 0.40431 2.92944
H 0.52506 -3.00742 2.07264
H 3.50196 2.72787 0.19587
H 1.05146 3.37697 3.65408
H -5.72145 -1.76980 -0.01704
H -2.79146 4.26140 -0.09346
H 0.26628 3.40038 2.07634
H 2.83462 4.33691 0.55041
H 3.20195 -3.74880 0.73384
H -0.60354 3.05807 -0.11379
H 3.66690 -2.09423 0.28165
H 1.99276 -2.62567 0.06655
H 1.72365 -4.14050 2.74569
H 4.18572 -3.28265 3.03436
H -4.86921 2.96530 0.09598
H -7.02968 3.95887 1.84402
H 4.51621 -1.57884 2.62801
H 1.16379 -2.75223 3.70449
H 4.38312 2.34005 2.51324
H 3.94578 4.03749 2.83791
*
```

Computed, not measured: a structure of composition C23H27BrN4O11P2S5Ti in a non-equilibrium geometry, with ωB97M-V with the def2-TZVPD basis set.

Values from the calculation:
Kohn-Sham gap ... 6.6 eV

The geometry in ORCA input format:
```
! RIJCOSX wB97M-V def2-TZVPD def2/J DEFGRID3
* xyz -2 1
Br -1.37279 0.77952 -2.78403
Ti 0.29313 -0.18158 0.84378
S 0.46177 -1.73364 2.88296
S 3.16699 -0.47742 3.32484
S 2.11536 -4.67194 3.64405
S 4.50055 -2.92306 3.94751
S 6.02909 -0.38179 4.16490
P 0.56185 2.79336 2.40087
P 1.08578 2.63513 -0.56024
O 0.15691 1.47702 -0.18991
O 0.34518 3.32660 -1.78560
O 2.04051 -0.61482 0.43738
O 2.53674 2.43748 -0.77498
O 2.76540 -4.28105 -1.53542
O -0.89197 3.13966 2.84436
O -2.89626 0.07116 3.17128
O 0.85752 1.32912 2.29562
O 2.24994 4.38635 1.06438
O -1.58526 -0.13978 1.34581
O 1.40700 3.43113 3.58828
N -2.80695 1.99618 0.20580
N -2.81172 1.73684 1.60873
N 1.12107 -2.11015 -1.08295
N -0.03436 -1.47811 -0.52174
C 2.80741 -3.06113 3.52986
C -4.90073 -0.94336 -4.94747
C 4.59056 -1.27731 -0.50122
C -5.88358 -0.94578 -2.37054
C 3.76893 -3.38044 -1.33435
C -2.43464 0.44606 2.11364
C -2.30529 -1.35714 -1.42647
C 3.54148 -2.16535 -0.67867
C 5.04456 -3.70073 -1.78043
C 0.96952 3.79374 0.88552
C 2.18113 -1.89411 -0.09283
C 6.08808 -2.80850 -1.58062
C -6.26280 -0.76342 -4.73675
C -3.62865 -1.33099 -1.42111
C 4.63283 -1.21375 3.83522
C -4.03597 -1.12850 -3.88178
C -1.24570 -2.00904 -0.98114
C 5.86636 -1.59298 -0.94966
C -0.07992 4.87992 0.67123
C -4.51308 -1.12765 -2.56912
C -6.75091 -0.76833 -3.43738
C 2.15394 -1.91001 3.23613
C 1.63794 -5.00785 1.93349
H 4.38381 -0.33930 -0.00102
H 2.16697 2.87158 3.79487
H -4.50292 -0.93550 -5.95540
H 0.20751 5.46816 -0.19916
H -3.21748 1.20763 -0.29375
H 1.35281 -1.56724 -1.92000
H 2.84778 3.83512 0.52005
H 2.49023 -4.92082 1.26160
H -7.80943 -0.62757 -3.25078
H -1.06248 4.44889 0.48162
H -1.84136 1.99522 -0.11097
H 0.83804 -4.33519 1.63056
H -1.31353 -3.09612 -0.95407
H -0.32682 2.69511 -2.15536
H 6.68037 -0.89655 -0.79678
H -0.14314 5.53110 1.54448
H 1.90922 -3.80888 -1.41588
H -4.10943 -1.37967 -0.44375
H -3.68657 2.01914 2.02681
H -2.97519 -1.25325 -4.05132
H 1.27813 -6.03709 1.92031
H -1.64742 2.63441 2.39903
H -6.93414 -0.61878 -5.57488
H 7.08215 -3.06699 -1.92670
H 5.19769 -4.64834 -2.28125
H 1.99528 -2.62314 0.70505
H -6.26804 -0.94143 -1.35594
*
```

Computed, not measured: an isolated molecule of C23H27BrN4O4 in a non-equilibrium geometry, with ωB97M-V with the def2-TZVPD basis set.

Values from the calculation:
SMILES ... NC(=O)C[C@@H](NC(=O)c1ccc(Br)cc1)c1ccc(N2CCCCCCC2)c([N+](=O)[O-])c1
Kohn-Sham gap ... 8.0 eV

The geometry in ORCA input format:
```
! RIJCOSX wB97M-V def2-TZVPD def2/J DEFGRID3
* xyz 0 1
Br -9.18672 -1.87752 0.20661
O 2.55923 -0.68451 2.55424
O -4.30931 2.86099 1.07453
O 2.28366 1.42246 2.89452
O 0.40823 3.70643 -1.69525
N -0.60016 4.87963 -0.06073
N -3.07480 1.28595 0.04155
N 3.07758 -0.70485 -0.42089
N 2.18217 0.42203 2.20963
C 1.47358 0.51123 0.97239
C 4.23726 -3.44532 0.51292
C -0.56315 3.91577 -1.00509
C 4.26163 -0.15200 0.20918
C -1.86347 2.08247 0.07367
C 5.02455 -1.08647 1.15687
C -7.64520 -0.76660 0.31979
C -6.39366 -1.35341 0.41263
C 3.32266 -1.45634 -1.63868
C 0.79103 -0.34796 -1.13933
C -6.66926 1.40568 0.39489
C -1.84198 3.09810 -1.08926
C 3.81097 -3.85128 -0.90056
C 1.82896 -0.22035 -0.18777
C 5.40737 -2.44714 0.57650
C -5.40005 0.83780 0.46432
C 0.29918 1.25584 1.03912
C -7.79565 0.61046 0.31457
C -0.38670 0.35006 -1.03604
C 2.80868 -2.89712 -1.54788
C -5.27188 -0.54808 0.48283
C -0.63569 1.21705 0.02805
C -4.23009 1.76009 0.56272
H 4.43979 -1.25668 2.05981
H -8.77883 1.05068 0.25363
H 6.18255 -2.86060 1.22461
H 4.69419 -3.94060 -1.53767
H 1.88245 -2.91139 -0.97118
H -1.12032 0.23586 -1.82126
H -1.89171 2.63788 1.01842
H -2.71859 3.74188 -1.01316
H 4.52988 -4.35254 1.04415
H 5.93225 -0.55159 1.44587
H 5.86218 -2.32163 -0.40814
H 2.58352 -3.25794 -2.55412
H 3.37930 -3.03030 1.04262
H -1.85671 2.57120 -2.04326
H 0.12649 1.83873 1.93218
H -3.06292 0.43142 -0.49007
H 3.99078 0.75556 0.75565
H 0.91433 -0.98883 -1.99374
H 0.21892 5.44224 0.09836
H 3.34507 -4.83845 -0.85717
H -4.30139 -1.01143 0.58473
H 4.94209 0.16099 -0.59324
H -1.41226 5.03455 0.50985
H 4.39633 -1.47740 -1.81739
H 2.86899 -0.93784 -2.49142
H -6.75606 2.48138 0.40796
H -6.29929 -2.42829 0.43398
*
```

Computed, not measured: a structure of composition C23H27CdN6O7 in a non-equilibrium geometry, with ωB97M-V with the def2-TZVPD basis set.

Values from the calculation:
Kohn-Sham gap ... 6.5 eV

The geometry in ORCA input format:
```
! RIJCOSX wB97M-V def2-TZVPD def2/J DEFGRID3
* xyz -1 1
Cd -0.25931 0.55678 0.98388
O 0.42740 -0.32609 2.96708
O 1.84892 4.76998 1.88203
O 0.26347 -1.91798 4.53070
O 0.27049 3.63969 0.79201
O -1.38858 -1.73810 1.34783
O -4.11934 0.42444 0.17726
O -2.42937 1.09706 1.60000
N 2.17320 1.07449 -3.47820
N 2.10322 -4.23824 0.04945
N 0.21760 -1.81239 -2.00864
N 1.64918 0.82405 -1.33682
N 0.67367 4.92046 -1.47628
N 2.56578 -2.07624 0.24409
C -1.11276 -2.19613 2.65766
C -2.73974 0.23254 0.61329
C -2.71212 -1.25495 1.08259
C 4.36289 3.79828 -2.22610
C 3.79331 3.01530 -3.21783
C 3.13335 -2.75904 1.30972
C 1.96598 -2.97488 -0.47653
C 0.46994 -0.69688 -2.90965
C 1.15723 4.62220 0.91142
C 1.26038 -2.82960 -1.80287
C 1.44154 0.38398 -2.52976
C -1.77880 0.39006 -0.58051
C 2.84530 -4.12835 1.20484
C 4.34936 -3.21987 3.29373
C 2.91663 2.02028 -2.80569
C 3.19070 2.60633 -0.46292
C -0.04051 -1.39757 3.45574
C 1.21513 5.57099 -0.28604
C 2.58739 1.82673 -1.44650
C 4.05954 -4.58337 3.17193
C 3.90117 -2.29480 2.37373
C 4.07604 3.58838 -0.87214
C 3.30661 -5.06476 2.11992
H 0.59055 6.43271 -0.03781
H -1.99205 1.34610 -1.06624
H 2.24650 5.91880 -0.37935
H 2.96564 2.44399 0.58282
H 0.76698 -1.12600 -3.87353
H -2.01430 -2.19935 3.27334
H -3.34175 -1.32328 1.97277
H -4.42294 1.11425 0.77705
H 2.02059 -2.71172 -2.58235
H -0.74371 -3.22496 2.59438
H 0.77532 -3.79777 -1.97864
H 5.04694 4.58937 -2.50659
H 1.63920 -5.06050 -0.29008
H -1.93294 -0.41552 -1.30577
H 4.42352 -5.27394 3.92142
H 0.61753 5.56664 -2.25096
H -3.14425 -1.87682 0.28946
H 4.02276 3.17665 -4.26419
H 2.14527 0.93636 -4.47125
H 4.92277 -2.88513 4.14841
H 1.28398 4.15683 -1.75566
H -0.15098 -1.47101 -1.12317
H 4.11162 -1.23979 2.48266
H -0.49205 -0.19782 -3.06213
H -0.20339 3.71798 -0.05658
H 3.07075 -6.11737 2.02142
H 4.54863 4.21664 -0.12767
*
```

Computed, not measured: a structure of composition C23H27CoGeN2O4S, with ωB97M-V with the def2-TZVPD basis set.

Values from the calculation:
Kohn-Sham gap (spin up / spin down) ... 6.5 / 6.6 eV

The geometry in ORCA input format:
```
! RIJCOSX wB97M-V def2-TZVPD def2/J DEFGRID3
* xyz 0 1
Ge -1.87031 2.95542 0.18433
Co -0.48940 0.04879 -0.87892
S -0.66449 -1.83510 -2.01579
O -2.23314 0.08621 -0.25559
O 3.38455 -2.17475 4.24736
O 6.28675 -0.02085 -1.25795
O -4.10532 -0.51428 0.69904
N 0.34027 -0.26271 0.82988
N 1.36051 0.11854 -1.47892
C 2.26864 -0.08229 -0.51638
C -4.49086 -4.14066 -1.11325
C -2.19374 -2.61203 -1.62439
C -3.51521 -4.61804 -1.98241
C 1.72398 -0.77915 3.16123
C -2.25155 2.38200 2.01722
C 1.76788 0.31961 -2.73175
C -2.38759 -3.86251 -2.22760
C 0.33993 -0.73156 3.14883
C -1.24531 4.82435 0.31753
C -4.31365 -2.90835 -0.51864
C -0.32461 -0.46635 1.96291
C 1.68273 -0.30982 0.81775
C 2.49860 -1.08171 4.41965
C -0.37515 1.99921 -0.65030
C 5.51936 0.13344 -2.43401
C -3.48086 2.96792 -0.91768
C -3.17767 -0.78632 -0.05051
C 3.10399 0.33505 -3.07029
C 3.62808 -0.08172 -0.78298
C 4.05876 0.13054 -2.08157
C 2.40368 -0.56361 1.96682
C -3.18258 -2.12189 -0.76129
H 0.54928 2.26554 -0.12344
H -0.25272 2.36359 -1.68141
H -3.63249 -5.57989 -2.46616
H -1.40177 -0.40369 1.90138
H -5.37999 -4.72240 -0.90835
H 5.75505 1.07510 -2.94217
H -0.36803 4.89682 0.96344
H -0.97590 5.21618 -0.66494
H 3.13142 -0.23100 4.67467
H -2.84790 1.47082 2.01565
H -3.25680 3.37657 -1.90497
H -4.24461 3.59645 -0.45685
H 3.48350 -0.61255 1.94579
H 2.86920 -2.96504 4.05371
H 5.70762 -0.68254 -3.14082
H 0.98865 0.46292 -3.46814
H 4.35195 -0.24560 -0.00006
H -0.23267 -0.89406 4.05233
H -1.32568 2.22904 2.57706
H 1.80906 -1.24525 5.25246
H -1.61952 -4.23319 -2.89474
H 3.39109 0.50244 -4.10023
H 7.21667 -0.07281 -1.49441
H -5.05584 -2.50220 0.15390
H -2.02657 5.46310 0.73400
H -2.82112 3.16252 2.52539
H -3.87813 1.96173 -1.02544
*
```

Computed, not measured: a cluster of 2 separate species, C23H27N2O2 in total in a non-equilibrium geometry, with ωB97M-V with the def2-TZVPD basis set.

Values from the calculation:
Kohn-Sham gap ... 5.1 eV

The geometry in ORCA input format:
```
! RIJCOSX wB97M-V def2-TZVPD def2/J DEFGRID3
* xyz 1 1
O -4.63441 0.35348 0.57183
O 5.31869 2.45459 -0.94725
N 2.63038 -2.98990 1.43596
N 1.50405 -3.43158 2.18692
C -2.37082 1.22279 0.20527
C -5.43222 1.22158 -0.19099
C -0.61229 -0.35783 -0.46493
C 0.21045 -2.91396 1.79833
C -2.90052 -1.14725 -0.06231
C -1.60641 -1.38424 -0.45980
C 5.42310 3.77540 -0.38514
C 3.69023 -2.61202 2.38113
C -6.75949 2.81024 -2.03156
C 1.88560 0.08219 -0.66365
C 3.07032 2.12785 -0.01683
C 3.03406 -0.30659 -1.42643
C -6.39316 0.63630 -1.02273
C 1.98550 1.27772 0.10729
C -5.21674 2.60085 -0.16300
C 4.15903 0.47619 -1.47957
C -7.02041 1.43431 -1.97437
C -1.07841 0.97558 -0.24353
C 4.17913 1.72739 -0.80746
C 0.73443 -0.73926 -0.70348
C 3.04417 -4.06028 0.52539
C -3.29353 0.16772 0.23815
C -5.86931 3.38700 -1.11633
H 2.98138 -1.21535 -2.02902
H -7.72074 0.97462 -2.67204
H -1.32471 -2.38337 -0.79891
H -0.00216 -3.10512 0.74193
H 5.04188 0.19311 -2.05130
H 1.16989 1.55802 0.76918
H -4.53625 3.02844 0.57584
H 6.43928 4.07485 -0.64063
H -5.67077 4.45939 -1.13576
H -2.67391 2.22812 0.51247
H 3.81692 -3.68236 -0.16017
H -7.25415 3.42981 -2.78211
H -6.58693 -0.43519 -0.93626
H -0.52807 -3.42723 2.41862
H 1.69699 -3.25233 3.17405
H 4.07006 -3.47704 2.96097
H 4.69882 4.46064 -0.84229
H -3.63790 -1.94893 -0.00346
H -0.42347 1.82305 -0.45391
H 5.29081 3.76215 0.70321
H 3.45616 -4.93275 1.07539
H 4.51792 -2.14962 1.83845
H 0.87951 -1.76414 -1.05487
H 3.25697 -1.88680 3.08764
H 3.07297 3.10242 0.47712
H 0.12520 -1.83143 1.97193
H 2.16288 -4.39123 -0.03699
*
```